1.
17
Properties=species:S:1:pos:R:3:forces:R:3:lowdin_charge:R:1 method="wB97M-V/def2-TZVPD" e_tot_ev=-22109.230 gap_ha=0.2762 de_lowest_kcal_mol=71.5 homo_energy_ev=-8.0
C -2.273301 0.452008 1.888552 -0.96 -1.59 0.86 -0.133
C 0.352198 -3.078293 0.040216 0.10 -0.94 -2.14 -0.132
C -1.295184 -0.310380 2.369737 1.03 0.32 -0.67 -0.378
C -0.517654 -2.090638 0.167309 -0.19 1.16 1.40 -0.379
O 2.042054 1.179793 -1.965589 3.29 -2.77 1.25 -0.378
Si 1.531116 2.708675 -1.990913 -0.69 0.09 -2.16 0.443
Si 0.103393 -0.508903 1.091509 0.11 -0.49 -0.14 0.821
H -3.258359 0.396220 2.329510 -0.12 0.73 0.53 0.050
H -2.306806 0.797031 0.886827 0.33 0.56 -1.02 0.022
H 0.100355 -4.050737 -0.519180 0.49 1.32 1.33 0.082
H 1.395318 -2.792590 0.151210 0.18 -0.63 0.22 0.015
H -1.258414 -0.693980 3.386393 -0.44 -0.13 -0.13 0.043
H -1.568083 -2.210307 -0.014661 -0.50 -0.28 -0.24 0.034
H 2.959841 0.818932 -1.608006 -3.26 1.55 -1.18 0.126
H 1.921891 3.387076 -0.829947 0.56 1.04 1.24 -0.098
H 2.028254 3.291886 -3.305934 -0.15 0.14 0.76 -0.068
H 0.043380 2.704208 -2.077034 0.22 -0.08 0.09 -0.071

---

2.
15
Properties=species:S:1:pos:R:3:forces:R:3:lowdin_charge:R:1 method="wB97M-V/def2-TZVPD" e_tot_ev=-13590.882 gap_ha=0.4603 de_lowest_kcal_mol=7.7 homo_energy_ev=-15.6 total_charge=+1
C 1.418534 0.041265 -0.859390 -1.54 -1.95 1.85 -0.161
C 1.357978 0.035777 0.699394 1.78 -2.49 -0.39 -0.249
C -1.132950 -1.593829 -0.045533 -0.96 1.73 0.69 -0.143
C -1.030958 1.528318 0.124340 -0.53 0.14 1.54 -0.179
P -0.216406 -0.066767 -0.030282 0.94 0.40 -0.58 0.932
H 1.704418 0.915994 -1.313661 0.35 1.99 -1.12 0.058
H 1.873323 -0.850028 -1.260853 -0.26 -0.18 -0.23 0.092
H 1.944922 -0.847603 1.110357 -1.19 1.38 -0.10 0.135
H 1.536716 0.983015 1.091749 0.57 1.25 1.13 0.059
H -0.465140 -2.384284 0.035069 1.21 -1.54 0.72 0.050
H -1.497784 -1.660028 -1.017173 -1.00 -0.17 -1.88 0.042
H -1.992314 -1.597328 0.636461 0.52 -0.09 0.10 0.090
H -1.779617 1.661365 -0.719970 1.17 0.50 1.21 0.093
H -0.217998 2.275011 0.387015 -0.87 -0.53 -1.50 0.089
H -1.502730 1.559119 1.162474 -0.19 -0.45 -1.43 0.091

---

3.
16
Properties=species:S:1:pos:R:3:forces:R:3:lowdin_charge:R:1 method="wB97M-V/def2-TZVPD" e_tot_ev=-25976.763 gap_ha=0.1927 de_lowest_kcal_mol=97.3 homo_energy_ev=-8.6
C -0.152277 0.945694 0.653261 -0.24 -0.41 0.39 -0.369
C -0.835709 0.497923 1.960310 0.14 0.66 -0.81 -0.129
C -0.927137 0.702124 -0.663108 -0.01 -1.29 1.75 -0.668
S -1.546669 -0.940391 -0.745540 0.24 0.55 -0.66 0.697
S 2.052992 0.138164 -1.513439 -0.51 0.29 -0.61 0.636
C 1.434637 -1.485373 -1.363376 -0.55 0.23 0.44 -0.639
H 0.728717 0.312781 0.600324 0.22 0.33 -0.13 0.022
H 0.153696 1.988349 0.718695 0.17 0.06 -0.08 0.106
H -1.667655 1.144347 2.215892 -0.34 -0.04 0.09 0.066
H -0.099110 0.575277 2.759684 -0.09 -0.21 0.07 0.072
H -1.165408 -0.525960 1.804206 -0.10 -0.07 0.43 0.027
H -0.160957 0.788348 -1.504714 0.89 -0.17 -0.41 0.025
H -1.690579 1.446731 -0.870682 -0.03 0.10 -0.42 0.076
H 2.221675 -2.181405 -1.666530 -0.11 -0.14 -0.10 0.047
H 0.560822 -1.705651 -2.034256 0.04 0.31 -0.01 0.025
H 1.092961 -1.700961 -0.350724 0.27 -0.19 0.05 0.007

---

4.
16
Properties=species:S:1:pos:R:3:forces:R:3:lowdin_charge:R:1 method="wB97M-V/def2-TZVPD" e_tot_ev=-25980.485 gap_ha=0.3178 smiles=CCSSCC de_lowest_kcal_mol=11.5 homo_energy_ev=-7.9
C -3.048455 0.039576 -0.455807 -0.24 -0.64 -0.66 -0.173
C -1.972768 -0.880261 0.144587 -0.38 0.02 0.09 -0.614
S -0.506751 0.051514 0.678919 0.09 -0.19 -0.07 0.501
S 0.994622 -1.165630 -0.092569 0.21 0.26 0.11 0.486
C 2.204411 0.163634 -0.485528 -0.62 -0.88 -0.14 -0.613
C 2.812416 0.771639 0.758984 0.66 0.59 -0.28 -0.190
H -4.037260 -0.182807 -0.048811 0.13 0.21 0.21 0.067
H -2.818280 1.093535 -0.369931 -0.03 0.17 0.26 0.049
H -3.144983 -0.173316 -1.526725 0.14 0.17 0.09 0.069
H -2.361715 -1.399781 1.022345 0.06 0.03 -0.08 0.057
H -1.681743 -1.642949 -0.581319 0.17 0.16 0.14 0.048
H 1.648504 0.838144 -1.124581 0.13 0.44 -0.01 0.052
H 2.928560 -0.354721 -1.116857 0.15 0.06 0.14 0.062
H 3.775058 1.248095 0.527488 -0.06 -0.23 -0.06 0.072
H 2.220482 1.591229 1.162605 -0.35 -0.27 0.16 0.063
H 2.987895 0.002098 1.507196 -0.05 0.09 0.11 0.064

---

5.
16
Properties=species:S:1:pos:R:3:forces:R:3:lowdin_charge:R:1 method="wB97M-V/def2-TZVPD" e_tot_ev=-25979.983 gap_ha=0.3197 smiles=CCSSCC de_lowest_kcal_mol=23.1 homo_energy_ev=-7.8
C -1.408269 -0.817825 -1.447568 0.25 0.05 -0.41 -0.157
C -0.420317 0.298810 -1.939270 -1.54 -0.26 0.00 -0.563
S -0.422706 1.971258 -1.149332 0.33 -0.52 -0.82 0.438
S -0.182576 1.745246 0.843145 -0.01 -0.66 1.27 0.438
C 0.884439 0.255871 0.971424 -0.50 -0.46 -0.12 -0.583
C 1.154950 -0.135535 2.435003 0.47 1.40 0.00 -0.156
H -0.956107 -1.735456 -1.043958 0.19 0.76 0.68 0.066
H -2.137883 -0.323449 -0.816344 -0.05 -0.40 0.57 0.061
H -1.991091 -1.286049 -2.252154 0.16 0.68 -0.37 0.064
H 0.598786 -0.052608 -2.097044 -0.19 0.16 -0.13 0.062
H -0.923747 0.666374 -2.838182 0.79 -0.25 -0.50 0.040
H 1.790793 0.442071 0.410126 0.20 -0.06 -0.08 0.066
H 0.310398 -0.543323 0.508329 0.21 0.02 -0.29 0.033
H 0.808244 0.729558 3.010205 0.13 -0.32 0.49 0.044
H 0.649218 -1.025558 2.813888 0.07 0.10 -0.37 0.072
H 2.245863 -0.189386 2.591726 -0.52 -0.24 0.09 0.076

---

6.
16
Properties=species:S:1:pos:R:3:forces:R:3:lowdin_charge:R:1 method="wB97M-V/def2-TZVPD" e_tot_ev=-25976.233 gap_ha=0.1580 de_lowest_kcal_mol=109.6 homo_energy_ev=-6.1
C -0.156835 3.025867 -0.407689 1.17 -0.40 -1.74 0.033
C 0.556249 2.064150 -1.123433 1.26 1.64 -0.04 0.033
S -2.081878 0.014344 0.587842 0.64 0.83 -0.34 -0.148
S -0.826397 -0.843125 1.977172 0.36 0.24 -0.10 0.211
C 0.464374 -1.619977 0.949056 -1.03 -0.78 -0.42 -0.664
C -0.116303 -2.734494 0.081224 -0.08 -0.37 -0.10 -0.221
H -0.371607 1.806386 -0.220487 -1.44 -1.63 1.02 0.064
H 0.378350 3.429859 0.439107 -0.63 0.03 0.36 0.119
H -1.036254 3.453864 -0.866078 -0.20 0.04 0.48 0.115
H 1.521092 1.794626 -0.707257 -0.20 -0.36 0.07 0.108
H 0.346888 1.695273 -2.116834 -0.69 -0.18 0.23 0.113
H 1.182300 -2.054207 1.638985 0.29 0.23 0.09 0.053
H 0.923879 -0.929761 0.243176 0.22 0.42 0.40 0.034
H 0.647013 -3.090722 -0.603343 0.19 -0.09 -0.28 0.057
H -0.457013 -3.608806 0.634742 0.04 0.11 0.34 0.065
H -0.973856 -2.403278 -0.506183 0.10 0.25 0.03 0.027

---

7.
16
Properties=species:S:1:pos:R:3:forces:R:3:lowdin_charge:R:1 method="wB97M-V/def2-TZVPD" e_tot_ev=-25979.772 gap_ha=0.3389 smiles="C=C(C)S.CS" de_lowest_kcal_mol=28.0 homo_energy_ev=-8.4
C 1.061166 0.375021 -1.618564 -0.02 -0.12 0.01 -0.058
C 1.462487 0.184586 -0.371104 0.07 0.36 -0.11 -0.776
C 1.591098 -1.166798 0.267011 0.00 -0.08 0.06 -0.138
S 1.936795 1.510332 0.704454 -0.01 -0.27 0.17 0.769
H 0.975073 1.344638 -2.077866 0.01 0.19 0.01 0.048
H 0.790399 -0.470102 -2.228480 -0.08 -0.21 -0.11 0.063
H 1.776731 -1.071632 1.335671 -0.02 -0.14 0.04 0.057
H 0.682665 -1.750746 0.117609 0.02 0.01 0.03 0.072
H 2.419647 -1.716906 -0.177856 0.06 -0.01 0.06 0.082
H 1.736981 2.492749 -0.168644 -0.03 0.22 -0.14 -0.136
C -2.185980 -0.108398 1.134856 -0.21 0.20 -0.42 -0.477
S -2.518300 1.042658 -0.236245 0.21 0.16 0.16 0.614
H -1.765736 -1.030131 0.745814 0.05 -0.07 0.12 0.014
H -3.108989 -0.291813 1.675433 0.08 -0.10 0.15 0.021
H -1.467130 0.388621 1.775819 0.09 -0.01 0.11 0.018
H -3.386909 0.267916 -0.877907 -0.19 -0.14 -0.13 -0.173

---

8.
16
Properties=species:S:1:pos:R:3:forces:R:3:lowdin_charge:R:1 method="wB97M-V/def2-TZVPD" e_tot_ev=-25973.231 gap_ha=0.3103 de_lowest_kcal_mol=178.8 homo_energy_ev=-8.5
C -3.598224 1.245820 -0.011071 -1.82 -2.05 -1.73 -0.589
C -0.986188 -0.329545 0.197520 -2.01 -1.60 2.92 -0.536
C 0.487058 0.044914 -0.110536 0.72 -2.73 -6.09 -0.378
C 1.402544 -1.225684 -0.153714 0.02 1.69 1.14 -0.521
H -4.492221 1.672097 1.310059 2.68 -1.13 -3.70 0.169
H -4.014350 2.057876 -1.363494 0.86 -2.32 4.17 0.167
H -3.685415 -0.037747 -0.272180 -1.01 3.87 0.87 0.042
H -0.897525 -0.538848 1.353329 -0.55 0.53 -1.87 0.105
H -1.767330 -1.250072 -0.099404 2.86 1.99 -0.28 0.135
H 0.878425 0.573199 0.629462 1.04 2.77 3.37 0.030
H 0.730134 0.602484 -1.096465 -1.11 -0.57 1.49 0.133
H 1.022219 -1.645563 0.725727 -0.04 -1.76 1.22 0.023
H 1.117078 -1.799607 -0.993656 0.41 -0.83 -0.92 0.056
H 3.310247 0.039918 0.962444 -0.22 -1.58 -1.16 -0.109
S -1.792426 1.235014 -0.156914 -0.32 2.07 0.19 0.662
S 3.290401 -1.115436 0.113851 -1.52 1.66 0.39 0.613

---

9.
17
Properties=species:S:1:pos:R:3:forces:R:3:lowdin_charge:R:1 method="wB97M-V/def2-TZVPD" e_tot_ev=-33856.807 gap_ha=0.3187 de_lowest_kcal_mol=44.7 homo_energy_ev=-8.7
C -3.592692 0.532282 -0.289470 -1.01 0.73 0.71 -0.617
C 1.464788 -1.313683 -1.082133 -0.68 0.05 0.18 -0.237
C 1.671717 1.301269 0.646222 -2.37 -3.69 2.04 -0.180
C -0.759811 -0.687001 1.133879 -1.61 1.16 0.78 -0.249
Si 0.451276 -0.006893 -0.123216 0.25 0.34 -1.04 0.248
S -4.334935 1.583991 0.576277 0.66 -0.78 -0.74 0.624
S -0.813666 1.033120 -1.590632 1.00 1.55 0.58 0.415
H -1.345943 0.082399 -2.301252 -0.27 -1.11 -0.30 -0.223
H 2.001302 -1.832963 -0.266224 0.37 0.10 -0.67 0.021
H 0.805307 -2.083662 -1.563026 0.56 0.77 0.28 0.034
H 2.119628 -0.815001 -1.855200 -0.54 -0.71 1.02 0.046
H 2.075191 1.861252 -0.088255 2.03 1.61 -2.28 -0.027
H 1.025159 1.934034 1.203087 -0.51 0.75 0.79 0.007
H 2.324116 0.750472 1.374248 -0.17 0.74 -0.94 0.055
H -1.024503 -1.742359 0.889239 0.03 0.78 0.41 0.036
H -0.297864 -0.590746 2.142884 -0.33 -0.48 -0.49 0.024
H -1.769072 -0.006510 1.193570 2.60 -1.82 -0.33 0.023

---

10.
39
Properties=species:S:1:pos:R:3:forces:R:3:lowdin_charge:R:1 method="wB97M-V/def2-TZVPD" spin_multiplicity=2 e_tot_ev=-245899.810 gap_ha="0.3655 / 0.1830" homo_energy_ev="-9.7 / -9.7" total_charge=-1
Al 3.725708 -23.731893 11.671836 1.00 0.77 0.67 1.241
As 7.492755 -21.023988 11.400120 1.74 -1.00 -0.97 0.928
F 7.110015 -21.446794 9.691554 0.30 0.48 1.85 -0.295
F 6.005526 -21.993563 11.913485 0.45 -0.32 -0.21 -0.412
F 7.812297 -20.752461 13.112009 -0.35 -0.24 -0.89 -0.286
F 8.879333 -19.998791 10.951291 -1.43 -0.82 0.28 -0.286
F 6.383658 -19.650216 11.344833 0.86 -0.83 -0.01 -0.280
F 8.679094 -22.488202 11.435923 -2.39 2.30 0.06 -0.319
As -0.256042 -21.355369 11.031794 -1.60 0.47 -2.50 0.865
F 1.477389 -21.916190 11.159646 -0.56 0.14 0.54 -0.392
F -0.073632 -20.148909 12.262331 0.46 -0.52 -0.26 -0.250
F -1.934224 -20.747750 10.727992 1.64 -0.88 0.63 -0.302
F -0.492713 -22.637078 9.861223 0.23 0.53 0.23 -0.279
F -0.795536 -22.554751 12.232202 0.64 1.06 -0.31 -0.288
F 0.265882 -20.233925 9.693558 -0.24 -1.28 1.86 -0.299
As 7.661198 -26.155208 12.520893 0.66 0.47 -2.60 0.861
F 7.100695 -27.657083 11.693456 0.20 1.42 1.06 -0.296
F 6.664865 -26.523527 13.939439 0.62 -0.16 0.28 -0.296
F 8.145171 -24.596490 13.265933 -0.45 -1.83 -0.16 -0.281
F 8.420043 -25.644433 10.988068 -0.67 -0.57 1.64 -0.268
F 6.160371 -25.333906 11.994620 -0.41 0.21 -0.27 -0.391
F 9.080088 -27.034628 13.013406 -0.85 0.74 0.36 -0.247
C 5.048022 -24.364147 16.743855 0.72 -0.02 -0.53 0.002
C 4.160433 -24.068693 15.493696 -1.53 0.34 0.89 -0.351
C 3.375635 -22.761089 15.677784 1.09 -0.97 -0.62 -0.196
O 2.540264 -22.747974 14.539665 0.15 0.81 0.98 -0.217
C 1.506001 -21.825701 14.795605 -1.95 0.84 -1.54 -0.095
N 5.047636 -23.981169 14.343603 0.04 -0.83 2.85 0.234
H 4.448639 -24.454873 17.649729 -0.15 0.45 -0.16 0.099
H 5.796405 -23.572173 16.772011 -0.10 0.18 0.63 0.096
H 5.626390 -25.286577 16.691586 -0.16 -0.16 -0.44 0.092
H 3.455205 -24.890054 15.366762 0.02 -0.01 -0.19 0.158
H 4.096370 -21.944574 15.721871 0.20 0.42 -0.59 0.141
H 2.870032 -22.634368 16.635076 -0.54 -0.71 -0.06 0.135
H 0.895001 -21.668268 13.906788 0.30 -0.46 -0.38 0.054
H 1.821212 -20.799279 14.983191 0.55 -0.18 0.64 0.109
H 0.757932 -22.200392 15.494251 0.44 -0.04 0.61 0.104
H 5.776156 -23.358416 14.662239 0.54 1.52 -1.38 0.132
H 5.533893 -24.860261 14.447751 0.53 -1.34 -2.01 0.075